No. 1
C10H6N2O5Ti as an isolated structure at a distorted geometry, computed with ωB97M-V/def2-TZVPD.

LUMO level (spin up / spin down), eV: -9.577 / -9.956
E_HOMO (spin up / spin down), eV: -16.104 / -16.108
2S+1: 3
Total charge: +2
Gap between HOMO and LUMO (spin up / spin down), eV: 6.53 / 6.15

Geometry as XYZ:
```
24
Properties=species:S:1:pos:R:3:mulliken_charge:R:1
C 0.99 -0.82 -1.48 0.4368
C -2.30 1.75 0.58 -0.0784
H -3.55 2.05 6.49 0.2496
C -1.49 0.98 2.68 0.0128
C -1.55 -1.00 -0.47 0.5592
O 1.47 -1.22 -2.48 -0.1090
O -1.65 0.85 5.45 -0.5952
C 0.41 1.74 -0.64 0.5443
C -3.41 2.41 2.62 -0.1222
C -2.51 1.51 4.86 0.4001
O -2.55 -1.49 -0.85 -0.1360
C -2.51 1.66 3.38 0.1542
N -3.54 2.15 5.51 -0.2823
Ti 0.19 -0.11 0.33 0.2041
H -4.26 2.69 5.07 0.1340
H -2.19 1.73 -0.53 0.4107
C 1.93 -1.25 1.87 0.2855
H -4.21 2.95 3.12 0.3642
C -3.33 2.46 1.23 -1.1726
O 0.54 2.80 -1.13 -0.1403
O 2.69 -1.75 2.58 -0.0586
H -4.02 3.03 0.60 0.4163
N -1.39 1.03 1.30 0.1564
H -0.71 0.35 3.15 0.3663
```

***

No. 2
A 2-piece molecular cluster, C3H8NO3 overall at a distorted geometry, computed with ωB97M-V/def2-TZVPD.

LUMO level, eV: 3.867
E_HOMO, eV: -3.992
2S+1: 1
Total charge: -1
Energy above the lowest of the compared OMol25 structures with the same formula, charge and spin, kcal/mol: 15.1
Gap between HOMO and LUMO, eV: 7.86

Geometry as XYZ:
```
15
Properties=species:S:1:pos:R:3:mulliken_charge:R:1
O 1.25 1.01 -2.77 -0.7316
H 0.85 -1.10 -0.09 0.2325
H -0.31 1.20 1.63 0.3562
H 1.41 1.05 1.15 0.2965
N -0.62 0.14 -0.83 -0.6178
C -0.89 -1.49 1.06 0.3624
H 1.17 1.97 -2.79 0.2740
H 0.76 -0.02 2.34 0.3382
H -1.12 0.97 -0.54 0.2070
C 0.07 -0.47 0.33 0.4076
H -1.17 -0.62 -1.20 0.2398
O -0.30 -2.49 1.53 -0.7451
O -2.12 -1.28 1.00 -0.7303
H 0.53 0.62 -2.22 0.4788
C 0.50 0.50 1.41 -1.3682
```

***

No. 3
A 8-piece molecular cluster, C16H32Cl16 overall at a distorted geometry, computed with ωB97M-V/def2-TZVPD.

SMILES: ClCCCl.ClCCCl.ClCCCl.ClCCCl.ClCCCl.ClCCCl.ClCCCl.ClCCCl
LUMO level, eV: 0.463
E_HOMO, eV: -10.247
2S+1: 1
Total charge: 0
Energy above the lowest of the compared OMol25 structures with the same formula, charge and spin, kcal/mol: 25.1
Gap between HOMO and LUMO, eV: 10.71

Geometry as XYZ:
```
64
Properties=species:S:1:pos:R:3:mulliken_charge:R:1
C 5.25 6.71 14.55 -0.5715
C 6.32 7.06 22.41 -0.4915
H 6.72 5.74 24.06 0.3668
H 12.21 6.17 14.82 0.4162
C 8.49 12.47 16.77 0.2655
H 6.34 7.68 18.20 -0.2200
Cl 8.56 3.54 19.91 -0.1243
Cl 6.13 9.24 12.38 -0.1806
H 7.43 8.76 19.14 -0.4216
H 9.82 6.80 15.06 0.0051
Cl 6.15 12.22 14.04 -0.1985
H 11.61 6.13 16.47 0.2210
C 6.20 5.68 23.10 -0.3370
H 8.99 2.38 16.43 0.3812
H 8.55 11.59 13.65 0.2396
H 8.47 6.41 17.69 -0.0498
H 9.43 13.63 15.05 0.3506
H 8.24 9.90 11.97 0.2210
H 8.45 1.48 18.86 0.3127
C 7.57 11.11 13.63 0.2504
H 8.05 13.09 23.62 0.3446
H 7.73 13.23 16.95 0.3398
H 3.97 5.05 15.12 0.3376
H 6.97 12.88 21.30 0.3154
H 3.10 6.52 14.86 0.3546
Cl 9.23 11.84 18.34 -0.1595
H 7.20 11.24 11.50 0.4114
Cl 13.18 7.91 16.22 -0.2169
H 8.02 11.62 16.27 -0.4625
Cl 8.00 10.78 24.23 -0.1727
Cl 4.46 5.16 23.44 -0.2154
H 8.20 6.44 19.45 -0.0728
Cl 3.99 6.70 16.97 -0.1618
C 4.03 6.13 15.28 -0.5147
H 8.90 3.96 17.05 -0.1387
C 7.38 10.50 12.28 -0.4720
Cl 6.77 2.88 16.99 -0.1692
H 10.31 8.34 15.89 0.0756
H 7.66 10.34 14.40 -0.1775
C 8.55 2.95 17.25 -0.0382
C 9.63 13.14 16.00 -0.6093
Cl 6.76 6.02 15.23 -0.0641
Cl 9.98 7.77 19.06 -0.2055
Cl 7.21 10.47 21.12 -0.1564
H 5.98 11.99 22.45 0.3316
C 8.42 7.05 18.57 0.4140
H 5.71 7.80 22.91 0.3527
H 5.21 6.40 13.50 0.4247
C 10.60 7.56 15.19 0.1055
C 6.98 12.07 22.02 -0.5651
Cl 10.83 11.89 15.57 -0.1374
H 10.05 2.16 18.78 0.3476
H 10.13 13.92 16.58 0.3800
Cl 5.63 6.94 20.79 -0.0952
H 5.30 7.79 14.65 0.1711
C 8.09 12.14 23.08 -0.3901
H 7.36 7.34 22.29 0.2607
H 6.59 4.87 22.49 0.1587
Cl 7.77 8.95 16.87 0.1229
C 9.00 2.39 18.61 -0.5542
H 9.03 12.00 22.56 0.2554
C 7.36 8.07 18.30 0.3989
C 11.85 6.79 15.64 -0.3757
Cl 10.69 8.33 13.57 -0.2131
```

***

No. 4
C16H10N2OS6SbW as an isolated structure, computed with ωB97M-V/def2-TZVPD.

LUMO level (spin up / spin down), eV: -8.856 / -9.694
E_HOMO (spin up / spin down), eV: -15.233 / -15.226
2S+1: 2
Total charge: +2
Energy above the lowest of the compared OMol25 structures with the same formula, charge and spin, kcal/mol: 3.3
Gap between HOMO and LUMO (spin up / spin down), eV: 6.38 / 5.53

Geometry as XYZ:
```
37
Properties=species:S:1:pos:R:3:mulliken_charge:R:1
H -2.28 2.49 -3.10 0.4489
H -1.21 -3.70 2.77 0.4340
C -1.08 0.60 0.07 -0.0079
C 1.79 3.36 2.50 0.8256
H -1.73 -3.56 -2.16 0.4191
N 1.73 5.88 1.93 -0.2861
C -1.66 1.85 0.18 -0.7608
C 1.53 2.94 3.85 -0.2248
S 4.52 -0.42 -0.51 -0.2200
C 1.78 4.76 2.19 -0.2341
H 0.01 -2.00 1.47 0.3602
O 1.30 -1.18 -0.65 -0.4424
S 2.23 1.15 -2.62 -0.2158
C 2.03 2.46 1.54 0.6220
C -0.93 0.05 -1.20 0.5568
W 2.44 0.40 -0.54 1.2699
C -2.08 2.53 -0.96 -0.5421
H -2.95 -5.25 -0.82 0.4185
H -2.69 -5.31 1.62 0.4261
H -1.80 2.29 1.16 0.5273
C -2.17 -4.56 1.05 -0.4629
C -0.66 -2.69 0.97 -0.1547
Sb 4.40 -0.26 -3.03 0.6494
S 2.02 0.73 1.76 -0.3181
C -0.84 -2.67 -0.41 1.0015
C -2.32 -4.53 -0.33 -0.6483
S 5.85 1.54 -2.88 -0.0548
C -1.35 0.72 -2.35 -0.4841
H -0.79 0.05 0.95 0.3783
S -0.08 -1.47 -1.44 0.1942
C -1.94 1.97 -2.22 -0.6672
N 1.33 2.56 4.91 -0.2881
H -2.54 3.51 -0.85 0.4597
C -1.33 -3.65 1.70 -0.7885
C -1.64 -3.58 -1.08 -0.5013
H -1.23 0.26 -3.33 0.4599
S 2.32 2.73 -0.15 -0.1495
```

***

No. 5
CHBrI2 as an isolated structure at a distorted geometry, computed with ωB97M-V/def2-TZVPD.

LUMO level, eV: -1.285
E_HOMO, eV: -9.683
2S+1: 1
Total charge: 0
Energy above the lowest of the compared OMol25 structures with the same formula, charge and spin, kcal/mol: 35.1
Gap between HOMO and LUMO, eV: 8.40

Geometry as XYZ:
```
5
Properties=species:S:1:pos:R:3:mulliken_charge:R:1
I 0.55 1.63 1.21 0.1748
H 0.52 0.46 -1.44 0.3428
Br -2.02 -0.17 -0.29 -0.0634
C 0.05 -0.02 -0.06 -0.6420
I 0.90 -1.90 0.57 0.1878
```

***

No. 6
A 2-piece molecular cluster, C27H54O9S overall at a distorted geometry, computed with ωB97M-V/def2-TZVPD.

SMILES: COCCCCCCC[C@@]1(CCCCOC(C)=O)CCS(=O)(=O)O[C@@H]1CCCCOC.COCCOC
LUMO level, eV: 0.410
E_HOMO, eV: -8.999
2S+1: 1
Total charge: 0
Gap between HOMO and LUMO, eV: 9.41

Geometry as XYZ:
```
91
Properties=species:S:1:pos:R:3:mulliken_charge:R:1
H -0.08 -1.10 1.79 0.7804
C 4.22 1.67 1.69 -0.6909
H 1.89 3.54 -0.71 0.5321
H -1.02 -2.09 0.73 0.6710
H 0.20 1.98 -1.45 0.4988
C 6.16 -3.74 -0.21 -0.7217
H -3.86 -1.10 -2.09 0.3463
H -2.14 -1.14 2.81 0.7118
C 1.44 3.56 1.38 -0.1127
H -3.08 -0.98 1.33 -0.0039
H -5.20 3.59 0.14 0.3236
C 1.49 -1.83 -0.35 -0.5284
H 4.16 0.60 1.54 0.1099
H 0.61 3.20 1.99 0.1078
H -1.46 -1.41 -2.90 0.4798
H -5.16 -5.53 1.66 0.3329
O 7.27 -3.18 1.89 -0.4257
C -6.80 5.06 -1.71 -0.7472
C 3.67 -3.14 -0.62 -0.5128
H 5.70 -4.42 0.50 0.4493
C -4.38 4.17 0.56 -0.2246
H 0.98 -2.67 -0.80 0.2721
H -3.44 -2.60 -2.86 0.4982
C -4.43 -5.27 0.90 -0.8234
H 9.29 -3.01 2.26 0.2799
H 6.50 -1.76 0.65 0.2549
C 0.11 2.36 -0.44 -1.4901
O -5.88 4.17 -2.31 -0.3760
C -0.89 -1.07 1.06 -1.9170
H -7.61 4.47 -1.28 0.2416
H 5.14 1.87 2.24 0.3245
H -4.76 4.75 1.40 0.3684
C -1.80 -1.54 -1.88 -0.5461
C 0.82 -0.51 -0.77 -1.9722
H 5.38 -2.01 -1.18 0.4667
H 3.46 -1.07 -0.21 -0.0632
O -6.36 -4.59 -0.37 -0.5550
H -3.95 -6.19 0.57 0.2654
H -1.16 -2.31 -1.45 0.2460
C 5.13 -3.07 -1.13 -1.0247
H -1.40 0.57 -1.92 0.4615
H 5.20 -3.43 -2.15 0.5058
O 3.10 2.12 2.42 -0.3713
H 0.14 1.27 1.41 1.3375
O -3.85 5.09 -0.39 -0.4288
H 1.57 0.26 -0.63 0.0714
O -1.80 1.73 0.85 -0.1512
H -2.63 4.91 -2.00 0.3724
H -0.54 3.22 -0.45 0.1712
C -3.78 -2.76 -0.77 0.0353
C -2.16 -0.68 1.82 -1.0654
H 3.15 -3.95 -1.12 0.3506
H -4.59 -2.21 -0.29 0.4012
H 3.01 -1.48 -1.86 0.4115
H 8.48 -4.48 2.86 0.2584
H -2.59 0.10 -0.74 0.7276
H -4.78 5.85 -2.79 0.3543
C 8.55 -3.78 2.04 -0.7281
C -5.13 -4.60 -0.25 0.7049
H 2.58 3.94 3.13 0.4492
C 2.95 -1.82 -0.82 -0.5913
O -4.31 -4.03 -1.20 -0.3959
H 3.71 -3.36 0.45 0.4053
C -0.51 -0.13 -0.08 3.5232
H 4.28 2.14 0.71 0.3852
H -4.35 4.35 -3.62 0.3800
H 2.19 2.03 0.08 -0.2254
C -1.62 -0.18 -1.16 -1.4734
H 6.84 -4.30 -0.84 0.3541
H 3.54 4.00 1.69 0.3682
H 7.94 -2.55 0.05 0.3760
C -0.46 1.29 0.50 -1.0790
H 1.26 4.62 1.20 0.4963
C -4.65 4.77 -2.66 -0.7194
H 0.67 -0.57 -1.84 0.2920
H 1.53 -1.94 0.73 0.3970
C 1.48 2.85 0.02 -0.3548
S -2.36 1.05 2.16 1.3654
H -6.34 5.65 -0.92 0.3332
C 2.73 3.46 2.17 -0.9529
H -7.23 5.74 -2.47 0.3254
C -3.57 4.49 -1.64 0.0490
H -3.61 3.49 0.91 -0.2616
O -3.75 1.36 2.22 -0.7077
H -3.43 3.41 -1.53 -0.0075
C -3.26 -2.00 -1.98 -1.3518
C 7.00 -2.72 0.57 -0.4232
H -3.01 -2.94 -0.02 -0.0158
H 8.85 -4.31 1.14 0.3264
H -3.67 -4.64 1.35 0.2207
O -1.56 1.42 3.29 -0.7313
```

***

| no. | calculated total energy (eV) |
| --- | --- |
| 1 | -46782.245 |
| 2 | -10875.133 |
| 3 | -217471.193 |
| 4 | -95139.879 |
| 5 | -87294.506 |
| 6 | -58134.694 |